1.
The following is a DFT calculation (ωB97M-V with the def2-TZVPD basis set) of a structure of composition C22H34BeN2O6P2 at a distorted geometry.

Last column: natural (NBO) charge in e.
CARTESIAN COORDINATES (ANGSTROEM)
P 1.08646 -2.02477 -0.73467  0.6680
P -1.06907 -2.79363 0.80070  0.7528
C 1.36336 -3.61636 0.20810  -0.6838
C 0.02675 -4.27226 0.53805  -0.7262
H 1.86670 -3.31996 1.14884  0.2332
H 2.03370 -4.24880 -0.40456  0.2304
H -0.36362 -4.85006 -0.30432  0.2369
H 0.07009 -4.91741 1.41841  0.2322
C -0.29103 -1.96813 2.30335  -0.9467
H -1.10561 -1.34685 2.71994  0.2533
H 0.52675 -1.28211 2.06483  0.2284
H 0.03186 -2.70834 3.05675  0.2253
C -2.33761 -3.66617 1.74973  -0.9507
H -1.97352 -3.88053 2.77311  0.2275
H -2.59840 -4.60512 1.24141  0.2359
H -3.20904 -2.99973 1.79435  0.2816
C 2.81894 -1.47980 -0.46102  -0.9416
H 3.12405 -0.74292 -1.20716  0.2693
H 3.44787 -2.37217 -0.58648  0.2257
H 2.98606 -1.08402 0.54947  0.2405
C 1.50468 -2.63449 -2.43413  -0.9171
H 0.58737 -2.76203 -3.03819  0.2611
H 2.00627 -3.60292 -2.26152  0.2210
H 2.20786 -1.91495 -2.90026  0.2415
Be -0.75622 -1.36604 -0.59124  1.5114
C 2.80537 2.14932 0.39321  -0.2049
C 3.93405 1.49768 0.70646  -0.1782
C 5.17701 1.30879 -0.10070  -0.4365
C 5.15899 1.94614 -1.51369  -0.4508
C 4.45940 1.01788 -2.49027  -0.1948
C 3.13594 0.98599 -2.79206  -0.1936
C 2.01166 1.58572 -2.00257  -0.4291
C 2.36726 2.68739 -0.95149  -0.4542
C -1.63967 -1.61487 -2.15860  -1.3512
H 2.07259 2.33579 1.21356  0.2101
H 4.01029 1.08481 1.72074  0.1991
H 5.42207 0.23478 -0.19427  0.2062
H 6.01579 1.73451 0.48262  0.2195
H 4.70709 2.94466 -1.43017  0.2192
H 6.23397 2.06074 -1.77761  0.2202
H 5.12864 0.27094 -2.95927  0.2049
H 2.78869 0.43660 -3.68346  0.2079
H 1.48633 0.78584 -1.47965  0.2098
H 1.27125 2.03562 -2.69384  0.2230
H 3.05375 3.43689 -1.37365  0.2138
H 1.42625 3.21871 -0.74290  0.2233
H -1.91409 -2.64157 -2.42052  0.1917
H -1.00006 -1.24731 -2.97764  0.1863
H -2.56279 -1.00543 -2.18269  0.2165
O -1.60886 0.04078 -0.07090  -0.8737
C -2.80981 -0.04326 0.47270  0.7947
O -3.40854 -1.09883 0.74198  -0.6805
C -3.58770 1.24987 0.83858  -0.1439
C -4.92845 1.17278 1.29404  -0.0958
C -5.65564 2.31639 1.72082  0.0003
C -5.05423 3.58493 1.69402  -0.1545
C -3.72295 3.66155 1.25753  0.0704
C -2.99421 2.52173 0.82422  -0.1281
N -3.06385 4.93862 1.34684  0.4905
O -3.69744 5.91254 1.80842  -0.3666
O -1.88392 4.99992 0.94042  -0.3744
N -7.00150 2.22588 2.25595  0.5011
O -7.59233 1.12487 2.27539  -0.3577
O -7.51607 3.27769 2.71072  -0.3717
H -5.44196 0.21815 1.34898  0.2708
H -5.60154 4.46722 2.00242  0.2859
H -1.96547 2.63910 0.50286  0.2653

## Properties
Orbital gap   7.4 eV
Relative energy (zero: lowest compared OMol25 entry of this formula, charge and spin)   0.0000 eV
LUMO energy   -1.138 eV
Maximum force   5.0 eV Å⁻¹


2.
The following is a DFT calculation (ωB97M-V with the def2-TZVPD basis set) of a cluster of 2 separate species, C7H18Cl2IN2O7Si2 in total.

Last column: natural (NBO) charge in e.
CARTESIAN COORDINATES (ANGSTROEM)
C 2.96954 -1.93429 1.19831  -0.6080
C 2.62803 -2.15142 -0.27724  -0.4109
C 2.81305 -0.91046 -1.17908  -0.2180
N 3.34092 0.27453 -0.48408  -1.1011
Si 2.63828 1.78047 -0.81531  1.9251
Cl 2.88168 2.31819 -2.79132  -0.4205
Cl 3.61026 3.18606 0.25385  -0.3630
O 1.04850 1.78041 -0.58977  -1.2774
Si 0.06152 1.06033 0.54684  1.4105
I 0.85688 1.37861 2.78535  -0.1640
C -1.60806 1.90308 0.40528  -0.5700
O -2.68812 1.07404 0.85985  -0.5137
C -3.24447 0.22880 -0.05620  0.2481
O -2.66336 -1.06309 0.04010  -0.5566
C -3.12731 -1.97679 -0.91575  -0.0857
C -2.04621 -2.30311 -1.92168  -0.0840
O -1.74646 -1.15217 -2.70865  -0.7302
H 2.85273 -2.87214 1.75376  0.2014
H 4.00289 -1.58998 1.32407  0.1988
H 2.31897 -1.18426 1.65911  0.2315
H 3.25327 -2.96575 -0.66973  0.1880
H 1.58981 -2.48574 -0.35498  0.2018
H 3.48941 -1.15539 -2.00671  0.1823
H 1.84503 -0.65907 -1.63287  0.2028
H 4.34676 0.33550 -0.57213  0.3943
H 0.01184 -0.37627 0.23606  -0.2179
H -1.60780 2.78456 1.05992  0.2986
H -1.80038 2.23657 -0.62769  0.1884
H -4.31986 0.15222 0.16155  0.1438
H -3.08903 0.59777 -1.08644  0.1380
H -4.00623 -1.57263 -1.44421  0.1688
H -3.43076 -2.89996 -0.40509  0.1793
H -1.14040 -2.59828 -1.37898  0.1734
H -2.36722 -3.14005 -2.55569  0.1570
H -1.67264 -1.39339 -3.62584  0.4703
N -1.50182 3.81119 3.95786  0.7115
O -0.45307 3.93967 4.62464  -0.5576
O -1.45676 3.93056 2.70786  -0.5956
O -2.58934 3.61168 4.52503  -0.5395

## Properties
Total charge   -1
Orbital gap   6.6 eV
LUMO energy   2.186 eV
Maximum force   0.5 eV Å⁻¹


3.
The following is a DFT calculation (ωB97M-V with the def2-TZVPD basis set) of a structure of composition C22H38F4GeN5PPb.

Last column: Mulliken charge in e.
CARTESIAN COORDINATES (ANGSTROEM)
Pb 0.05518 -1.11287 0.38322  0.6635
C 5.39204 -0.57146 -0.33603  -1.4338
C 3.88418 -0.32901 -0.42886  -0.6229
N 3.03282 -1.49706 -0.23622  0.7305
C 3.14864 -2.51394 -1.26588  -0.7186
C 2.71702 -2.01207 -2.63602  -1.0483
C 3.11468 -2.06290 1.09705  -1.5121
C 2.78737 -1.06841 2.19970  -0.8832
N 1.71887 -0.16926 1.80382  -0.1578
C 1.48403 0.91573 2.56352  -0.1762
C 0.63890 1.93814 2.07244  0.1089
F 0.11311 1.77330 0.81964  -0.0108
C 0.33212 3.09563 2.73044  -0.0259
F -0.49562 3.98000 2.10773  -0.3083
C 0.85365 3.38616 3.97390  -0.8250
C 1.68925 2.41587 4.49685  0.1312
F 2.22609 2.61039 5.71424  -0.3274
C 1.99346 1.23617 3.84462  0.5895
F 2.77629 0.35532 4.50774  -0.3433
H 5.92619 0.36938 -0.48298  0.4345
H 5.74217 -1.27489 -1.09430  0.2947
H 5.67601 -0.96136 0.64339  0.2658
H 3.64828 0.10026 -1.40409  0.5101
H 3.58251 0.41200 0.31533  0.1973
H 2.49573 -3.33898 -0.97241  0.4445
H 4.16649 -2.93481 -1.33088  0.3432
H 1.74197 -1.52386 -2.56187  0.0379
H 2.63293 -2.85051 -3.32986  0.4379
H 3.43201 -1.30634 -3.06229  0.3345
H 4.11485 -2.47369 1.31625  0.4265
H 2.41903 -2.90646 1.13998  0.5668
H 3.69184 -0.50838 2.46163  0.4660
H 2.52133 -1.65669 3.08583  0.4649
H 0.62932 4.29995 4.50206  0.4899
C -3.44477 2.86226 -2.48813  -0.7705
N -2.66972 2.58599 -1.20505  0.1470
C -1.33669 3.35163 -1.27336  -0.6712
N -0.61975 2.99045 -2.44494  0.2094
C -1.41554 3.24854 -3.63603  -0.9108
N -2.67703 2.51056 -3.63142  0.1408
C -2.44255 1.05729 -3.72142  -1.0805
P -1.42235 0.30488 -2.34342  0.4025
C -2.44498 1.10946 -1.00138  -0.8224
C -0.09322 1.61495 -2.39461  -0.3034
H -3.67002 3.92871 -2.48664  0.3570
H -4.36587 2.28409 -2.43688  0.3789
H -3.19804 2.93965 -0.40727  0.3749
H -0.78624 3.11056 -0.37145  0.1871
H -1.59801 4.40972 -1.28849  0.3998
H -0.84476 2.96190 -4.51739  0.3905
H -1.63250 4.31693 -3.68917  0.3079
H -1.94781 0.84819 -4.67103  0.4509
H -3.40696 0.54488 -3.74543  0.4424
H -1.95735 0.97508 -0.03705  0.3349
H -3.41685 0.61758 -0.95137  0.4498
H 0.53276 1.44121 -3.27097  0.5330
H 0.53693 1.50355 -1.51275  0.0755
C -2.23224 -4.02600 0.04296  -1.1683
Ge -2.73632 -2.76412 1.46938  0.4246
C -3.37499 -3.85009 2.96423  -1.2203
C -4.28758 -1.79154 0.73007  -1.0838
C -1.30157 -1.57364 1.90542  -0.9630
H -3.03463 -4.73179 -0.18849  0.4081
H -1.35176 -4.58754 0.36204  0.2973
H -1.97195 -3.48796 -0.87411  0.2880
H -4.09367 -4.59201 2.60957  0.3518
H -3.85657 -3.23649 3.72784  0.3676
H -2.53530 -4.37254 3.42588  0.3486
H -5.13937 -2.44945 0.53750  0.4162
H -3.99883 -1.32229 -0.21557  0.1707
H -4.60042 -1.00867 1.42543  0.3748
H -1.04625 -1.53932 2.96583  0.4194

## Properties
Orbital gap   5.6 eV
Relative energy (zero: lowest compared OMol25 entry of this formula, charge and spin)   0.7004 eV
LUMO energy   -0.401 eV
Maximum force   0.4 eV Å⁻¹


4.
The following is a DFT calculation (ωB97M-V with the def2-TZVPD basis set) of an isolated molecule of C22H25N3O3S2 at a distorted geometry.

Last column: natural (NBO) charge in e.
CARTESIAN COORDINATES (ANGSTROEM)
C 3.69991 -2.12881 -0.04045  -0.5968
H 4.52498 -1.71707 0.53634  0.2087
H 3.52890 -3.15338 0.28249  0.2121
H 3.98777 -2.14358 -1.08854  0.2017
C 2.43816 -1.28615 0.16414  -0.2247
C 1.26939 -1.90424 -0.56133  -0.0158
C 0.18521 -2.40842 0.14535  -0.1976
C -0.88615 -2.98915 -0.50545  -0.2122
C -0.90215 -3.06157 -1.89265  0.1344
C 0.18905 -2.58597 -2.60893  -0.2393
C 1.25727 -2.01336 -1.94676  -0.1681
H 2.09572 -1.65221 -2.52294  0.2051
H 0.19932 -2.67406 -3.68507  0.2181
N -2.00504 -3.64228 -2.55759  -0.6376
C -2.88027 -3.05001 -3.41021  0.6952
O -3.78662 -3.68212 -3.90743  -0.6084
C -2.67871 -1.55892 -3.65784  -0.5331
C -2.54913 -0.81107 -2.36246  -0.0214
C -3.49850 -0.99463 -1.36246  -0.2074
C -3.35180 -0.39140 -0.13049  -0.2308
C -2.24424 0.41238 0.12779  0.1339
C -1.32042 0.64588 -0.88312  -0.1969
C -1.47974 0.03849 -2.11322  -0.1912
H -0.74763 0.21882 -2.88593  0.2135
H -0.47985 1.28918 -0.69083  0.2435
N -2.11669 0.96377 1.40552  -0.5843
C -1.03589 1.54095 1.95172  0.3530
N 0.07941 1.77831 1.41148  -0.5418
C 1.06992 2.37620 2.24680  -0.0643
C 1.65808 3.61791 1.58942  -0.6640
H 2.57582 3.41783 1.04898  0.2619
H 0.93830 4.11189 0.94262  0.2507
S 1.96660 4.73055 2.98911  2.1734
O 3.09737 4.26067 3.73643  -0.9445
O 1.94665 6.10784 2.58977  -0.9283
C 0.43747 4.24502 3.84980  -0.6705
C 0.46002 2.74925 3.65393  -0.3629
H 1.04522 2.28106 4.44630  0.2494
S -1.20483 2.01638 3.68432  0.1822
H 0.46433 4.54828 4.89081  0.2599
H -0.38485 4.73018 3.33008  0.2470
H 1.86978 1.64215 2.40471  0.2183
H -2.89768 0.81192 2.02841  0.4061
H -4.09021 -0.55310 0.64226  0.2067
H -4.35094 -1.63119 -1.54961  0.2222
H -1.79568 -1.40459 -4.27841  0.2328
H -3.55263 -1.21661 -4.21752  0.2510
H -2.25638 -4.58495 -2.28712  0.4106
H -1.72280 -3.37651 0.05715  0.2193
H 0.17744 -2.34568 1.22410  0.2122
C 2.66871 0.15733 -0.28611  -0.6118
H 2.90726 0.20045 -1.34547  0.2010
H 3.49893 0.59149 0.26749  0.2046
H 1.77715 0.75138 -0.10386  0.2269
H 2.20472 -1.27456 1.23451  0.1984

## Properties
Orbital gap   8.6 eV
Relative energy (zero: lowest compared OMol25 entry of this formula, charge and spin)   0.9847 eV
Structure (SMILES)   CC(C)c1ccc(NC(=O)Cc2ccc(NC3=N[C@H]4CS(=O)(=O)C[C@H]4S3)cc2)cc1
LUMO energy   0.242 eV
Maximum force   1.2 eV Å⁻¹